1.
# C3H9ClSSi

A molecular structure, C3H9ClSSi (ωB97M-V/def2-TZVPD, OMol25).

Each line ends with the Löwdin charge.
Atoms and positions in Å:
C: -0.0002 -0.3401 -1.9941  -0.24
C: -0.6113 -1.5753 1.3937  -0.11
C: 1.2549 1.3032 0.2909  -0.83
Si: -0.2906 0.2697 -0.2003  0.34
S: -1.6883 1.7689 0.4480  0.49
Cl: 2.5380 0.1721 0.0706  0.53
H: 0.7262 0.3013 -2.5744  0.05
H: 0.4315 -1.3629 -1.7490  0.04
H: -0.8446 -0.5041 -2.6064  -0.01
H: -1.6047 -1.7012 1.8613  -0.01
H: 0.0141 -2.4149 1.0211  -0.01
H: -0.0772 -0.8854 2.0954  -0.03
H: 1.3482 1.7107 1.3189  0.03
H: 1.2930 2.2585 -0.3263  0.06
H: -2.4889 0.9994 0.9508  -0.31

Cartesian forces (eV/Å) of the 6 atoms listed first:
C 1.7 -0.2 1.3
C 1.3 3.4 -1.2
C -1.4 1.4 0.3
Si -0.3 -1.3 1.7
S 2.4 2.7 -2.1
Cl 1.8 -0.7 -0.5

Highest occupied orbital energy (eV): -9.09
Strongest force on any atom (eV/A): 4.423
Relative energy (zero: lowest compared OMol25 entry of this formula, charge and spin) (kJ/mol): 172.5
Spin multiplicity: 1
Calculated total energy (eV): -34491.2625
Total charge: 0



2.
# C3H9F2N2O

2 unconnected molecules or ions with the total composition C3H9F2N2O (ωB97M-V/def2-TZVPD, OMol25).

Each line ends with the Löwdin charge.
Atoms and positions in Å:
C: 0.1314 -1.0185 1.7919  -0.04
C: -1.5679 1.1387 -1.2022  -0.21
C: 1.6637 -0.2720 0.0430  -0.37
N: 0.6519 0.0569 1.0068  -0.05
N: -1.3098 0.1514 -1.9943  0.23
O: -1.0725 1.3916 -0.0667  0.15
F: 1.2207 -1.0687 -0.9047  0.13
F: 1.8886 0.9611 -0.6167  0.03
H: 0.5543 -1.1806 2.7953  0.11
H: -0.8973 -0.7571 1.8440  0.08
H: 0.2574 -1.9898 1.2300  0.12
H: -2.3799 1.8343 -1.6526  0.20
H: 2.6267 -0.4718 0.3529  0.16
H: 1.0251 0.8012 1.5622  0.16
H: -0.7919 -0.6521 -1.6523  0.13
H: -1.6276 0.2388 -2.9529  0.15
H: -0.3728 0.8366 0.4164  0.01

Cartesian forces (eV/Å) of the 6 atoms listed first:
C -0.1 -2.3 0.1
C -1.6 2.0 -0.5
C -0.7 4.0 -1.3
N 1.7 0.0 -0.6
N 0.4 -0.7 0.1
O -2.7 1.6 -1.2

Highest occupied orbital energy (eV): -15.34
Strongest force on any atom (eV/A): 4.268
Relative energy (zero: lowest compared OMol25 entry of this formula, charge and spin) (kJ/mol): 94.4
Spin multiplicity: 1
Calculated total energy (eV): -13712.6622
Total charge: +1